The following is a quantum chemistry calculation of a 14-piece molecular cluster, C39H109F6N9O14 overall, from the Open Molecules 2025 dataset.

Each atom is followed by the atoms it is bonded to, with distances in Å.
Positions of all 177 atoms, in Å:
1 N -4.867 3.454 -0.092  H2 1.010, H3 1.010, H4 1.010, H5 1.010
2 H -5.649 2.935 -0.462  N1 1.010
3 H -3.981 3.024 -0.317  N1 1.010
4 H -4.965 3.614 0.901  N1 1.010
5 H -4.811 4.381 -0.489  N1 1.010
6 N -4.337 7.093 1.728  H7 1.010, H8 1.010, H9 1.010, H10 1.010
7 H -4.376 6.183 2.165  N6 1.010
8 H -4.499 6.929 0.744  N6 1.010
9 H -3.477 7.606 1.864  N6 1.010
10 H -5.134 7.581 2.110  N6 1.010
11 C -3.614 3.825 3.619  O12 1.427, O13 1.425, C14 1.569, H25 1.090
12 O -4.346 2.819 4.320  C11 1.427, C18 1.439
13 O -4.484 4.405 2.651  C11 1.425
14 C -2.953 4.848 4.607  C11 1.569, F15 1.400, F16 1.294, F17 1.288
15 F -1.841 4.309 5.264  C14 1.400
16 F -2.426 5.841 3.966  C14 1.294
17 F -3.793 5.347 5.447  C14 1.288
18 C -3.747 2.147 5.443  O12 1.439, C19 1.518, H23 1.090, H24 1.090
19 C -4.662 0.983 5.778  C18 1.518, H20 1.090, H21 1.090, H22 1.090
20 H -4.212 0.414 6.592  C19 1.090
21 H -5.650 1.339 6.070  C19 1.090
22 H -4.794 0.335 4.912  C19 1.090
23 H -3.702 2.776 6.332  C18 1.090
24 H -2.738 1.750 5.334  C18 1.090
25 H -2.799 3.232 3.204  C11 1.090
26 C -1.372 1.812 0.347  O27 1.456, O28 1.392, C29 1.572, H40 1.090
27 O -0.581 3.002 0.623  C26 1.456, C33 1.457
28 O -2.376 2.276 -0.499  C26 1.392
29 C -0.471 0.574 -0.007  C26 1.572, F30 1.347, F31 1.313, F32 1.348
30 F -1.227 -0.503 -0.293  C29 1.347
31 F 0.302 0.751 -1.054  C29 1.313
32 F 0.329 0.154 0.993  C29 1.348
33 C 0.195 3.028 1.856  O27 1.457, C34 1.515, H38 1.090, H39 1.090
34 C 0.687 4.442 2.084  C33 1.515, H35 1.090, H36 1.090, H37 1.090
35 H 1.296 4.628 2.969  C34 1.090
36 H 1.185 4.910 1.235  C34 1.090
37 H -0.266 4.969 2.134  C34 1.090
38 H 1.083 2.400 1.784  C33 1.090
39 H -0.276 2.693 2.780  C33 1.090
40 H -1.772 1.600 1.339  C26 1.090
41 C -7.311 1.539 2.631  O42 1.375, H43 1.090, H44 1.090, H45 1.090
42 O -7.085 2.703 3.327  C41 1.375, H46 0.960
43 H -8.237 1.624 2.063  C41 1.090
44 H -6.489 1.497 1.917  C41 1.090
45 H -7.304 0.639 3.246  C41 1.090
46 H -6.142 2.751 3.497  O42 0.960
47 C 0.828 6.669 5.531  O48 1.379, H49 1.090, H50 1.090, H51 1.090
48 O 0.595 7.573 4.516  C47 1.379, H52 0.960
49 H 0.306 5.715 5.458  C47 1.090
50 H 1.906 6.509 5.543  C47 1.090
51 H 0.577 7.139 6.482  C47 1.090
52 H 0.907 8.414 4.858  O48 0.960
53 C -4.519 -1.472 8.701  O54 1.423, H55 1.090, H56 1.090, H57 1.090
54 O -4.742 -1.246 10.087  C53 1.423, H58 0.960
55 H -5.250 -0.865 8.167  C53 1.090
56 H -3.575 -0.980 8.468  C53 1.090
57 H -4.474 -2.519 8.401  C53 1.090
58 H -4.642 -0.321 10.324  O54 0.960
59 C -8.592 5.884 5.954  C60 1.496, H65 1.090, H66 1.090, H67 1.090
60 C -7.164 5.606 5.602  C59 1.496, C61 1.556, N64 1.454, H68 1.090
61 C -6.725 4.293 6.310  C60 1.556, O62 1.403, H69 1.090, H70 1.090
62 O -6.532 4.424 7.694  C61 1.403, C63 1.433
63 C -5.248 4.884 8.132  O62 1.433, H71 1.090, H72 1.090, H73 1.090
64 N -7.010 5.481 4.162  C60 1.454, H74 1.010, H75 1.010
65 H -9.009 6.666 5.320  C59 1.090
66 H -8.493 6.253 6.974  C59 1.090
67 H -9.292 5.050 5.991  C59 1.090
68 H -6.486 6.330 6.054  C60 1.090
69 H -5.762 3.920 5.961  C61 1.090
70 H -7.378 3.478 5.996  C61 1.090
71 H -4.469 4.261 7.692  C63 1.090
72 H -5.135 4.848 9.216  C63 1.090
73 H -5.066 5.909 7.810  C63 1.090
74 H -7.375 4.602 3.824  N64 1.010
75 H -6.045 5.318 3.912  N64 1.010
76 C -0.362 -0.698 4.300  C77 1.553, H82 1.090, H83 1.090, H84 1.090
77 C -0.921 -1.496 5.509  C76 1.553, C78 1.596, N81 1.470, H85 1.090
78 C -2.294 -2.285 5.310  C77 1.596, O79 1.453, H86 1.090, H87 1.090
79 O -2.721 -2.899 6.556  C78 1.453, C80 1.432
80 C -2.537 -4.320 6.562  O79 1.432, H88 1.090, H89 1.090, H90 1.090
81 N 0.139 -2.500 5.679  C77 1.470, H91 1.010, H92 1.010
82 H 0.561 -0.208 4.611  C76 1.090
83 H -1.065 0.027 3.889  C76 1.090
84 H -0.072 -1.297 3.437  C76 1.090
85 H -0.988 -0.859 6.390  C77 1.090
86 H -2.266 -3.033 4.518  C78 1.090
87 H -3.026 -1.553 4.970  C78 1.090
88 H -3.081 -4.817 5.759  C80 1.090
89 H -2.868 -4.890 7.430  C80 1.090
90 H -1.492 -4.544 6.352  C80 1.090
91 H -0.172 -3.196 6.342  N81 1.010
92 H 0.283 -3.009 4.819  N81 1.010
93 C -2.018 9.321 0.188  C94 1.514, H99 1.090, H100 1.090, H101 1.090
94 C -1.419 8.237 1.059  C93 1.514, C95 1.555, N98 1.454, H102 1.090
95 C 0.133 8.221 0.977  C94 1.555, O96 1.401, H103 1.090, H104 1.090
96 O 0.479 7.783 -0.308  C95 1.401, C97 1.425
97 C 1.813 8.147 -0.650  O96 1.425, H105 1.090, H106 1.090, H107 1.090
98 N -1.936 8.286 2.417  C94 1.454, H108 1.010, H109 1.010
99 H -1.901 9.152 -0.882  C93 1.090
100 H -1.603 10.296 0.440  C93 1.090
101 H -3.099 9.402 0.299  C93 1.090
102 H -1.727 7.254 0.703  C94 1.090
103 H 0.525 7.486 1.680  C95 1.090
104 H 0.477 9.231 1.201  C95 1.090
105 H 1.988 7.556 -1.549  C97 1.090
106 H 2.596 7.804 0.027  C97 1.090
107 H 1.982 9.213 -0.801  C97 1.090
108 H -1.914 9.232 2.769  N98 1.010
109 H -1.438 7.740 3.105  N98 1.010
110 C -8.403 -0.311 7.721  C111 1.481, H116 1.090, H117 1.090, H118 1.090
111 C -8.358 0.151 9.128  C110 1.481, C112 1.598, N115 1.465, H119 1.090
112 C -9.787 0.453 9.773  C111 1.598, O113 1.423, H120 1.090, H121 1.090
113 O -9.636 0.892 11.119  C112 1.423, C114 1.436
114 C -10.906 1.146 11.737  O113 1.436, H122 1.090, H123 1.090, H124 1.090
115 N -7.741 -0.917 9.918  C111 1.465, H125 1.010, H126 1.010
116 H -7.448 -0.490 7.227  C110 1.090
117 H -8.828 0.474 7.096  C110 1.090
118 H -8.974 -1.228 7.576  C110 1.090
119 H -7.820 1.098 9.187  C111 1.090
120 H -10.345 -0.481 9.701  C112 1.090
121 H -10.293 1.276 9.269  C112 1.090
122 H -10.630 1.605 12.686  C114 1.090
123 H -11.468 0.219 11.852  C114 1.090
124 H -11.509 1.881 11.204  C114 1.090
125 H -6.759 -0.872 9.688  N115 1.010
126 H -7.682 -0.660 10.893  N115 1.010
127 C -1.725 8.547 8.253  C128 1.569, H133 1.090, H134 1.090, H135 1.090
128 C -1.751 9.801 7.311  C127 1.569, C129 1.551, N132 1.446, H136 1.090
129 C -3.187 10.348 7.104  C128 1.551, O130 1.436, H137 1.090, H138 1.090
130 O -4.193 9.361 6.831  C129 1.436, C131 1.451
131 C -4.102 8.760 5.513  O130 1.451, H139 1.090, H140 1.090, H141 1.090
132 N -0.856 10.784 7.879  C128 1.446, H142 1.010, H143 1.010
133 H -2.343 7.775 7.794  C127 1.090
134 H -2.095 8.844 9.234  C127 1.090
135 H -0.710 8.197 8.439  C127 1.090
136 H -1.346 9.451 6.361  C128 1.090
137 H -3.217 11.040 6.262  C129 1.090
138 H -3.416 10.899 8.016  C129 1.090
139 H -3.315 8.033 5.314  C131 1.090
140 H -4.200 9.471 4.693  C131 1.090
141 H -5.003 8.153 5.426  C131 1.090
142 H -1.090 11.072 8.818  N132 1.010
143 H -1.076 11.581 7.298  N132 1.010
144 C 0.013 1.169 10.306  C145 1.509, H150 1.090, H151 1.090, H152 1.090
145 C -1.287 1.840 9.934  C144 1.509, C146 1.581, N149 1.429, H153 1.090
146 C -1.273 2.278 8.415  C145 1.581, O147 1.430, H154 1.090, H155 1.090
147 O -0.153 3.018 7.921  C146 1.430, C148 1.408
148 C 0.005 4.308 8.463  O147 1.408, H156 1.090, H157 1.090, H158 1.090
149 N -2.338 0.899 10.158  C145 1.429, H159 1.010, H160 1.010
150 H 0.206 0.339 9.626  C144 1.090
151 H 0.011 0.738 11.307  C144 1.090
152 H 0.880 1.816 10.173  C144 1.090
153 H -1.437 2.697 10.591  C145 1.090
154 H -2.241 2.737 8.216  C146 1.090
155 H -1.309 1.340 7.860  C146 1.090
156 H 0.970 4.736 8.194  C148 1.090
157 H -0.138 4.375 9.541  C148 1.090
158 H -0.755 4.956 8.026  C148 1.090
159 H -3.218 1.385 10.062  N149 1.010
160 H -2.200 0.636 11.124  N149 1.010
161 C -4.434 -0.865 2.119  C162 1.593, H167 1.090, H168 1.090, H169 1.090
162 C -4.674 -0.991 0.550  C161 1.593, C163 1.514, N166 1.421, H170 1.090
163 C -5.860 -1.780 0.036  C162 1.514, O164 1.415, H171 1.090, H172 1.090
164 O -5.733 -3.022 0.701  C163 1.415, C165 1.439
165 C -6.865 -3.828 0.328  O164 1.439, H173 1.090, H174 1.090, H175 1.090
166 N -4.756 0.300 -0.038  C162 1.421, H176 1.010, H177 1.010
167 H -3.648 -0.134 2.307  C161 1.090
168 H -4.138 -1.813 2.570  C161 1.090
169 H -5.315 -0.553 2.680  C161 1.090
170 H -3.773 -1.466 0.161  C162 1.090
171 H -5.640 -1.946 -1.019  C163 1.090
172 H -6.858 -1.353 0.136  C163 1.090
173 H -6.912 -3.993 -0.748  C165 1.090
174 H -7.819 -3.502 0.744  C165 1.090
175 H -6.626 -4.791 0.779  C165 1.090
176 H -3.852 0.716 0.129  N166 1.010
177 H -4.642 0.195 -1.036  N166 1.010

E_HOMO (alpha / beta)	-0.53 / -5.54	eV
DFT total energy	-100583.2539	eV
maximum force	3.6	eV/Å
expectation value of S²	0.751
M	1042.34	g/mol
LUMO (alpha / beta)	1.91 / 1.91	eV
spin multiplicity	2
charge	-1